Computed, not measured: 2 unconnected molecules or ions with the total composition C4H15N2OS in a non-equilibrium geometry, with ωB97M-V with the def2-TZVPD basis set.

Values from the calculation:
* E: -20248.3560 eV
* HOMO energy: -12.14 eV
* LUMO energy: -2.949 eV
* ΔE to the lowest compared entry with this formula, charge and spin: 0.0 kcal per mole
* charge: +1
* largest force on an atom: 0.026 hartree/bohr

CARTESIAN COORDINATES (ANGSTROEM)
N 0.297 -1.351 1.088
C 0.073 0.100 0.689
C -1.283 0.314 0.039
C -1.815 1.731 0.253
S -2.748 2.379 -1.144
C 1.277 0.522 -0.135
N 2.475 0.264 0.651
H -0.403 -1.599 1.780
H 1.284 -1.405 1.370
H 0.158 -2.005 0.297
H 0.129 0.597 1.659
H -2.011 -0.449 0.312
H -1.148 0.200 -1.048
H -1.000 2.426 0.458
H -2.402 1.835 1.172
H -3.726 1.465 -1.094
H 1.320 0.034 -1.099
H 1.134 1.588 -0.324
H 3.254 -0.093 0.117
H 2.794 1.058 1.185
H 1.357 -2.138 -2.420
H 0.198 -3.054 -2.116
O 0.785 -2.417 -1.688